Entry 1:
C17H30Cl5N4O3PRhS2 | ωB97M-V with the def2-TZVPD basis set

Geometry as ORCA input:
```
! RIJCOSX wB97M-V def2-TZVPD def2/J DEFGRID3
* xyz 3 1
Rh -0.397 -0.154 0.419
Cl -0.596 2.873 -1.795
C -1.784 2.476 -0.597
C -1.616 1.391 0.240
C -2.606 1.146 1.167
Cl -2.275 -0.304 2.106
C -3.745 1.906 1.338
Cl -4.886 1.505 2.534
C -3.913 2.998 0.477
Cl -5.300 3.975 0.612
C -2.940 3.268 -0.492
Cl -3.179 4.567 -1.585
N -2.551 1.093 -3.695
C -1.716 -0.133 -3.444
P -2.546 -1.089 -2.089
O -3.934 -0.524 -2.070
O -1.710 -1.145 -0.840
C -2.797 -2.841 -2.649
N -4.287 -3.085 -2.646
H -3.470 0.943 -3.236
H -2.696 1.269 -4.690
H -2.107 1.931 -3.295
H -0.703 0.169 -3.184
H -1.676 -0.714 -4.364
H -2.322 -3.533 -1.958
H -2.410 -3.030 -3.648
H -4.737 -2.160 -2.464
H -4.572 -3.732 -1.910
H -4.629 -3.462 -3.531
O 0.847 0.657 1.775
S 0.810 2.195 2.094
C -0.047 2.306 3.696
C 0.968 2.847 4.703
C 2.312 2.242 4.314
C 2.442 2.491 2.815
H -0.329 1.274 3.913
H -0.943 2.913 3.576
H 0.665 2.584 5.715
H 1.012 3.936 4.649
H 2.329 1.171 4.524
H 3.141 2.702 4.849
H 3.142 1.855 2.275
H 2.670 3.536 2.592
C 5.169 -2.198 -1.873
C 5.037 -0.999 -0.947
N 3.750 -0.298 -1.104
C 2.587 -0.666 -0.589
S 1.203 0.241 -1.161
N 2.526 -1.679 0.259
C 1.341 -2.223 0.915
C 1.492 -3.719 1.149
H 6.139 -2.670 -1.724
H 5.101 -1.892 -2.916
H 4.397 -2.945 -1.681
H 5.810 -0.260 -1.147
H 5.159 -1.279 0.102
H 3.725 0.480 -1.747
H 3.399 -2.124 0.511
H 0.480 -2.081 0.232
H 1.188 -1.715 1.868
H 1.697 -4.244 0.216
H 0.578 -4.122 1.582
H 2.301 -3.917 1.852
*
```

Gap between HOMO and LUMO = 7.80 eV
HOMO = -16.422 eV
LUMO level = -8.6 eV

***

Entry 2:
C26H42Cl3MnN4O4Si | ωB97M-V with the def2-TZVPD basis set

Geometry as ORCA input:
```
! RIJCOSX wB97M-V def2-TZVPD def2/J DEFGRID3
* xyz -1 6
C 2.494 1.942 -4.072
C 3.328 0.713 -4.233
H 3.127 2.827 -3.995
H 1.918 1.890 -3.150
H 1.802 2.094 -4.895
C 4.573 0.674 -4.712
C 5.408 1.808 -5.193
H 5.053 -0.299 -4.760
H 5.242 2.701 -4.585
H 5.138 2.081 -6.216
H 6.472 1.590 -5.183
Mn -2.931 1.848 2.079
Cl -5.031 1.764 1.127
Cl -1.840 2.272 0.101
C -2.885 -0.644 0.631
O -2.712 -0.176 1.772
N -2.689 -1.928 0.332
C -1.895 -2.792 1.183
C -3.255 -2.506 -0.868
H -3.212 -0.013 -0.193
H -1.801 -2.332 2.159
H -0.904 -2.933 0.752
H -2.373 -3.766 1.283
H -3.880 -1.774 -1.369
H -3.863 -3.377 -0.624
H -2.464 -2.816 -1.552
H 0.647 5.119 1.993
H 1.369 2.627 1.301
C 0.618 4.770 3.025
C 1.520 2.557 2.376
N 0.496 3.329 3.059
H -0.234 5.226 3.518
C -0.609 2.749 3.510
O -1.085 1.695 3.043
H 1.431 1.518 2.667
H -1.067 3.251 4.366
H 1.531 5.087 3.529
H 2.507 2.944 2.626
O 2.976 -0.870 -2.433
C 2.670 -0.574 -3.788
C 4.069 -2.634 -4.275
C 3.090 -1.732 -4.667
H 4.527 -2.520 -3.305
C 4.447 -3.671 -5.119
H 1.586 -0.453 -3.894
C 2.494 -1.883 -5.916
H 5.212 -4.368 -4.801
C 3.849 -3.817 -6.361
C 2.868 -2.917 -6.758
H 1.737 -1.175 -6.234
H 4.144 -4.625 -7.017
H 2.393 -3.023 -7.725
Si 1.879 -1.458 -1.315
Cl -3.087 4.078 2.725
C 2.955 -2.193 0.026
C 0.789 -2.771 -2.094
C 0.817 -0.089 -0.602
H 3.761 -2.791 -0.397
H 2.378 -2.834 0.692
H 3.410 -1.411 0.635
H 1.427 0.676 -0.123
H 0.135 -0.483 0.153
H 0.218 0.396 -1.370
H 1.375 -3.494 -2.662
H 0.047 -2.340 -2.763
H 0.249 -3.323 -1.324
N -4.847 -0.577 8.229
C -4.121 -0.453 7.083
O -3.145 -1.169 6.931
C -4.472 0.527 6.010
C -5.595 1.365 6.142
C -5.908 2.268 5.152
C -5.110 2.345 4.030
N -4.003 1.546 3.855
C -3.678 0.641 4.829
H -4.569 -1.265 8.945
H -5.679 -0.013 8.438
H -6.254 1.353 6.994
H -6.770 2.918 5.250
H -5.404 3.077 3.295
H -2.807 0.015 4.693
*
```

Gap between HOMO and LUMO (spin up / spin down) = 2.97 / 7.03 eV
HOMO (spin up / spin down) = -1.044 / -4.988 eV
LUMO level (spin up / spin down) = 1.9 / 2.0 eV